a.
The following is a DFT calculation (wB97M-V/def2-TZVPD) of a gas-phase ion, C5H15N2 (charge +2).

Cartesian coordinates (Å):
C1 -0.86 -1.47 0.11
N1 -1.54 -0.50 0.90
C2 -2.59 0.44 0.47
C3 -0.24 -0.78 -1.20
N2 0.56 0.45 -0.81
C4 2.07 0.43 -0.50
C5 2.34 0.85 0.93
H1 0.04 -1.82 0.68
H2 -1.56 -2.23 -0.30
H3 -1.57 -0.75 1.88
H4 -3.13 0.89 1.30
H5 -2.30 1.25 -0.18
H6 -3.37 -0.12 -0.09
H7 0.36 -1.46 -1.80
H8 -1.10 -0.44 -1.78
H9 0.50 1.16 -1.54
H10 0.11 0.68 0.08
H11 2.39 -0.61 -0.71
H12 2.66 1.06 -1.17
H13 3.42 0.84 1.10
H14 1.77 0.23 1.63
H15 2.04 1.91 1.03

**<S²>**: 0.754
**Spin multiplicity**: 2
**HOMO (alpha / beta)**: -0.74648 / -0.74648 Ha
**Charge**: +2


b.
The following is a DFT calculation (wB97M-V/def2-TZVPD) of a gas-phase ion, C5H15N2 (charge +2).

Cartesian coordinates (Å):
C1 -1.57 0.77 -1.09
C2 -1.37 0.59 0.43
C3 -0.05 1.22 0.96
C4 1.34 0.78 0.55
C5 1.73 -0.68 1.13
N1 1.46 -1.76 0.26
N2 -1.39 -0.57 -1.83
H1 -0.81 1.43 -1.50
H2 -2.54 1.12 -1.44
H3 -1.35 -0.46 0.74
H4 -2.20 1.03 0.97
H5 -0.10 2.28 0.67
H6 -0.19 1.24 2.04
H7 2.03 1.43 1.08
H8 1.45 0.92 -0.52
H9 2.81 -0.71 1.30
H10 1.12 -0.81 2.01
H11 2.21 -2.36 -0.09
H12 0.72 -2.37 0.63
H13 -1.54 -0.48 -2.84
H14 -2.11 -1.16 -1.41
H15 -0.48 -1.00 -1.68

**<S²>**: 0.755
**Spin multiplicity**: 2
**HOMO (alpha / beta)**: -0.72367 / -0.73304 Ha
**Charge**: +2


c.
The following is a DFT calculation (wB97M-V/def2-TZVPD) of 2 unconnected molecules or ions with the total composition C5H15N2.

Cartesian coordinates (Å):
N1 0.27 -1.44 -2.23
C1 -0.76 0.13 -0.04
C2 -0.33 -0.38 1.21
C3 1.05 -1.08 1.28
C4 -0.34 0.87 2.23
C5 -0.01 1.20 -0.77
N2 -0.24 1.37 -2.18
H1 1.05 -2.09 -2.25
H2 -0.55 -1.96 -2.52
H3 0.23 -1.07 -1.29
H4 -1.85 0.12 -0.23
H5 -1.09 -1.07 1.58
H6 0.95 -1.93 0.60
H7 1.21 -1.48 2.27
H8 1.89 -0.49 0.92
H9 0.42 1.60 1.97
H10 -0.20 0.38 3.19
H11 -1.30 1.38 2.27
H12 1.08 1.16 -0.61
H13 -0.17 2.14 -0.21
H14 -0.46 0.50 -2.69
H15 -0.83 2.16 -2.48

**<S²>**: 0.754
**Spin multiplicity**: 2
**HOMO (alpha / beta)**: -0.69909 / -0.69794 Ha
**Charge**: +2


d.
The following is a DFT calculation (wB97M-V/def2-TZVPD) of a gas-phase ion, C5H15N2 (charge +2).

Cartesian coordinates (Å):
C1 1.10 0.78 -0.58
N1 1.98 0.09 0.50
C2 1.57 0.09 1.91
C3 -0.37 0.43 -0.45
N2 -0.89 1.33 -1.65
C4 -1.47 -1.58 0.53
C5 -0.79 -1.00 -0.75
H1 1.05 1.95 -0.59
H2 1.39 0.18 -1.49
H3 2.97 0.33 0.35
H4 1.38 1.03 2.46
H5 2.24 -0.68 2.46
H6 0.54 -0.33 1.87
H7 -0.85 0.62 0.58
H8 -0.64 2.29 -1.49
H9 -1.91 1.24 -1.89
H10 -0.50 0.83 -2.45
H11 -2.45 -1.15 0.87
H12 -1.12 -1.18 1.45
H13 -1.73 -2.61 0.69
H14 0.00 -1.69 -0.86
H15 -1.51 -0.97 -1.49

**<S²>**: 0.755
**Spin multiplicity**: 2
**HOMO (alpha / beta)**: -0.70207 / -0.70202 Ha
**Charge**: +2


Energies relative to the most stable structure are a 58.6; b 0.0; c 344.1; d 224.6, reported in kJ/mol.